1.
120
Properties=species:S:1:pos:R:3 method="wB97M-V/def2-TZVPD" s2=0.765 spin_multiplicity=2 charge=+2 e_homo_ha="-0.4912 / -0.4912"
Pb -1.47 4.19 4.52
O -3.28 5.78 4.31
H -4.23 5.55 4.23
C 0.11 0.60 7.13
C -0.71 1.56 6.37
C -1.98 1.89 7.17
O -2.93 2.62 6.37
C -4.06 3.07 7.10
N 0.09 2.77 6.08
H -0.23 -0.43 7.22
H 0.39 0.95 8.12
H 1.03 0.37 6.59
H -1.02 1.13 5.42
H -1.68 2.36 8.11
H -2.41 0.93 7.43
H -4.81 2.29 7.12
H -4.48 3.96 6.63
H -3.92 3.37 8.14
H 1.00 2.54 5.69
H 0.50 3.20 6.90
C -0.50 5.05 -0.05
C -1.95 5.11 0.52
C -2.75 3.82 0.31
O -4.00 3.65 0.95
C -5.04 4.53 0.54
N -1.71 5.37 1.91
H 0.06 4.19 0.31
H 0.13 5.92 0.16
H -0.51 5.03 -1.14
H -2.56 5.95 0.19
H -2.19 3.03 0.80
H -2.73 3.53 -0.74
H -5.94 4.40 1.15
H -5.30 4.38 -0.51
H -4.78 5.57 0.75
H -1.32 6.29 2.08
H -2.58 5.52 2.40
C -5.61 8.42 7.18
C -4.29 7.89 7.72
C -4.16 8.01 9.24
O -4.46 9.31 9.65
C -4.48 9.41 11.09
N -4.00 6.53 7.25
H -5.75 9.49 7.35
H -6.36 7.74 7.59
H -5.81 8.25 6.12
H -3.54 8.57 7.31
H -3.18 7.67 9.57
H -4.77 7.25 9.73
H -4.63 10.45 11.40
H -3.54 9.08 11.51
H -5.36 8.80 11.28
H -3.69 6.50 6.29
H -4.89 6.05 7.22
C -4.01 9.50 4.14
C -3.23 9.07 2.94
C -1.74 8.82 3.14
O -0.97 8.32 2.05
C -1.08 9.08 0.83
N -3.92 7.92 2.45
H -3.83 10.55 4.39
H -3.78 8.92 5.03
H -5.07 9.51 3.93
H -3.32 9.88 2.21
H -1.65 8.01 3.87
H -1.24 9.73 3.47
H -2.11 9.18 0.48
H -0.44 8.63 0.07
H -0.68 10.08 1.01
H -3.20 7.63 1.80
H -3.82 7.26 3.20
C -0.44 7.58 7.86
C -0.73 6.82 6.58
C 0.47 6.82 5.54
O 0.22 6.03 4.38
C 1.43 5.96 3.51
N -1.26 5.52 6.75
H -0.75 8.61 7.71
H 0.63 7.50 8.08
H -1.01 7.25 8.73
H -1.55 7.35 6.10
H 1.41 6.46 5.96
H 0.75 7.83 5.27
H 1.03 5.63 2.55
H 2.05 5.10 3.76
H 1.98 6.87 3.26
H -0.76 5.04 7.49
H -2.15 5.72 7.19
C -4.79 2.16 3.85
C -3.46 1.43 3.57
C -3.57 0.28 2.50
O -2.26 -0.28 2.19
C -1.83 -1.21 3.21
N -2.48 2.40 3.08
H -5.50 1.50 4.35
H -5.26 2.35 2.88
H -4.74 3.04 4.48
H -3.05 1.08 4.51
H -3.96 0.62 1.53
H -4.33 -0.43 2.84
H -0.89 -1.65 2.87
H -2.56 -2.01 3.23
H -1.63 -0.74 4.17
H -3.04 2.71 2.29
H -1.82 1.70 2.79
C -9.28 6.41 8.51
C -9.18 5.10 7.81
O -8.91 5.29 6.38
C -7.66 5.53 5.99
O -6.62 5.54 6.69
O -7.74 5.71 4.68
C -6.57 6.07 4.02
H -9.45 6.35 9.58
H -10.17 6.89 8.10
H -8.42 7.04 8.29
H -10.08 4.54 8.06
H -8.37 4.47 8.20
H -6.68 6.15 2.94
H -5.80 5.34 4.28
H -6.11 6.93 4.50

2.
35
Properties=species:S:1:pos:R:3 method="wB97M-V/def2-TZVPD" relative_energy_kj_mol=0.00 smiles="C=CCNC(=O)/C(=C/c1ccco1)NC(=O)c1ccc(Br)o1" e_homo_ha=-0.2948
C 2.46 1.63 2.62
C 2.25 2.68 1.85
C 1.81 2.67 0.42
N 1.61 1.35 -0.13
C 0.63 1.09 -1.02
O -0.19 1.91 -1.37
C 0.64 -0.31 -1.58
C 1.80 -0.95 -1.83
C 1.97 -2.22 -2.47
C 3.14 -2.89 -2.76
C 2.77 -4.10 -3.38
C 1.40 -4.09 -3.43
O 0.91 -2.96 -2.88
N -0.57 -0.81 -2.02
C -1.85 -0.46 -1.69
O -2.78 -0.77 -2.40
C -2.07 0.23 -0.41
C -3.13 1.01 -0.03
C -2.91 1.38 1.31
C -1.73 0.79 1.65
Br -0.81 0.75 3.26
O -1.21 0.08 0.63
H 2.78 1.74 3.64
H 2.30 0.62 2.29
H 2.41 3.68 2.24
H 0.86 3.21 0.31
H 2.55 3.22 -0.18
H 2.26 0.64 0.14
H 2.74 -0.48 -1.57
H 4.13 -2.55 -2.55
H 3.42 -4.86 -3.75
H 0.69 -4.79 -3.82
H -0.52 -1.46 -2.80
H -3.96 1.29 -0.66
H -3.52 2.00 1.93

3.
90
Properties=species:S:1:pos:R:3 method="wB97M-V/def2-TZVPD" relative_energy_kj_mol=163.95 s2=3.773 spin_multiplicity=4 charge=+4 e_homo_ha="-0.6602 / -0.6602"
Re -0.18 0.32 -0.04
O 2.41 -2.15 -2.10
C 1.48 -1.40 -1.65
O 1.53 -0.83 -0.53
C 0.29 -1.19 -2.52
C 0.07 -1.72 -3.78
C -1.12 -1.39 -4.42
C -2.04 -0.56 -3.78
C -1.74 -0.08 -2.52
N -0.59 -0.40 -1.92
C -2.57 0.78 -1.62
O -3.70 1.30 -1.95
O -2.15 1.01 -0.46
H 3.16 -2.28 -1.48
H 0.81 -2.38 -4.23
H -1.34 -1.79 -5.40
H -2.97 -0.31 -4.28
H -4.00 1.13 -2.86
C 1.85 -0.55 2.83
Se 0.92 1.01 2.15
C 2.46 2.25 2.02
C 3.75 1.75 1.40
Se 3.77 1.45 -0.53
C 5.69 1.22 -0.69
H 2.49 -0.22 3.64
H 2.42 -1.01 2.03
H 1.11 -1.26 3.21
H 2.64 2.48 3.07
H 2.06 3.14 1.54
H 4.10 0.84 1.89
H 4.48 2.54 1.59
H 6.20 2.15 -0.45
H 5.89 0.96 -1.73
H 6.04 0.42 -0.04
C -6.75 -3.80 1.47
C -5.43 -4.05 2.20
C -4.20 -4.04 1.29
C -4.02 -2.74 0.51
N -3.79 -1.60 1.43
C -2.65 -1.03 1.75
S -1.13 -1.61 1.01
N -2.59 -0.09 2.67
C -3.75 0.51 3.36
C -4.35 -0.36 4.47
C -3.51 -0.40 5.75
C -2.24 -1.24 5.67
H -7.59 -3.99 2.13
H -6.85 -4.46 0.60
H -6.85 -2.77 1.12
H -5.47 -5.03 2.67
H -5.31 -3.35 3.03
H -4.29 -4.84 0.55
H -3.30 -4.24 1.88
H -4.91 -2.51 -0.06
H -3.17 -2.82 -0.17
H -4.60 -1.32 1.96
H -1.67 0.23 2.94
H -4.50 0.75 2.60
H -3.40 1.45 3.78
H -4.51 -1.38 4.12
H -5.33 0.06 4.69
H -4.15 -0.81 6.54
H -3.28 0.62 6.07
H -2.46 -2.26 5.34
H -1.76 -1.30 6.64
H -1.50 -0.81 4.98
O 0.23 2.27 -0.66
S 1.15 3.43 -1.20
C 0.38 4.91 -0.65
C -0.98 5.17 -0.82
C -1.46 6.40 -0.41
C -0.60 7.35 0.14
C 0.75 7.08 0.30
C 1.25 5.84 -0.09
C 0.89 3.44 -2.95
C -0.36 3.14 -3.50
C -0.52 3.25 -4.87
C 0.55 3.64 -5.68
C 1.78 3.93 -5.11
C 1.96 3.83 -3.74
H -1.64 4.44 -1.25
H -2.51 6.63 -0.55
H -0.99 8.31 0.45
H 1.41 7.81 0.74
H 2.31 5.62 0.03
H -1.18 2.88 -2.85
H -1.49 3.06 -5.32
H 0.41 3.73 -6.75
H 2.60 4.25 -5.74
H 2.92 4.05 -3.29

4.
15
Properties=species:S:1:pos:R:3 method="wB97M-V/def2-TZVPD" relative_energy_kj_mol=343.15 e_homo_ha=-0.2929
C -2.34 -0.34 0.14
C -0.88 -0.06 -0.10
C -0.30 1.25 -0.09
N 1.01 1.07 -0.02
C 1.34 -0.27 0.05
N 2.73 -0.57 0.11
C 0.22 -1.09 0.08
H -2.55 -1.39 -0.06
H -2.60 -0.15 1.19
H -2.99 0.28 -0.49
H -0.75 2.23 -0.14
H 1.71 1.80 -0.10
H 2.99 -0.86 1.05
H 2.93 -1.36 -0.50
H -0.52 -0.54 -1.11

5.
11
Properties=species:S:1:pos:R:3 method="wB97M-V/def2-TZVPD" relative_energy_kj_mol=35.23 s2=0.763 spin_multiplicity=2 charge=-3 e_homo_ha="0.1049 / 0.1050"
In 0.12 -1.62 -1.80
P 1.66 1.54 -1.03
O 2.72 1.88 -2.10
O 0.32 1.21 -1.64
O 1.38 2.49 0.18
O 2.08 0.16 -0.53
S -1.72 -1.14 1.43
O -1.14 -2.42 0.97
O -2.91 -1.21 2.29
O -0.68 -0.39 2.11
O -1.83 -0.50 0.12

6.
121
Properties=species:S:1:pos:R:3 method="wB97M-V/def2-TZVPD" s2=6.128 spin_multiplicity=5 charge=+2 e_homo_ha="-0.4195 / -0.4569"
Cr -0.70 0.26 -1.24
O -1.37 -1.12 -2.98
C -2.35 -0.81 -3.99
C -3.77 -0.82 -3.44
C -3.88 0.11 -2.22
C -3.24 1.43 -2.54
C -3.93 2.32 -3.35
C -3.32 3.48 -3.79
C -2.03 3.74 -3.37
C -1.41 2.83 -2.54
N -1.97 1.67 -2.15
H -1.30 -2.07 -2.89
H -2.25 -1.52 -4.82
H -2.09 0.18 -4.36
H -4.05 -1.83 -3.14
H -4.45 -0.50 -4.23
H -3.40 -0.35 -1.36
H -4.93 0.27 -1.96
H -4.95 2.09 -3.64
H -3.84 4.16 -4.45
H -1.50 4.63 -3.68
H -0.41 3.04 -2.18
S 0.64 -1.74 -0.97
C -0.31 -2.90 -0.10
N -0.05 -4.23 -0.19
C -0.62 -5.12 0.81
C -2.05 -4.70 1.10
N -2.10 -3.30 1.47
C -2.90 -2.89 2.62
C -2.09 -2.80 3.90
C -1.19 -3.82 4.24
C -0.46 -3.75 5.42
C -0.62 -2.67 6.28
C -1.53 -1.67 5.95
C -2.25 -1.73 4.76
C -1.37 -2.44 0.72
S -1.87 -0.77 0.63
C 0.78 -4.86 -1.22
C 2.15 -5.35 -0.77
C 3.29 -4.58 -0.97
C 4.54 -5.09 -0.61
C 4.65 -6.35 -0.04
C 3.51 -7.11 0.17
C 2.28 -6.61 -0.20
H -0.02 -5.08 1.72
H -0.61 -6.14 0.43
H -2.46 -5.31 1.91
H -2.66 -4.86 0.21
H -3.69 -3.63 2.74
H -3.37 -1.93 2.41
H -1.08 -4.68 3.60
H 0.22 -4.55 5.67
H -0.06 -2.62 7.20
H -1.67 -0.84 6.63
H -2.96 -0.95 4.52
H 0.88 -4.18 -2.05
H 0.22 -5.74 -1.56
H 3.20 -3.61 -1.44
H 5.44 -4.54 -0.84
H 5.63 -6.74 0.22
H 3.59 -8.10 0.60
H 1.40 -7.24 -0.08
N 5.57 0.04 -0.18
C 4.53 -0.14 0.88
C 3.43 0.90 0.68
N 2.19 0.63 1.39
H 6.31 -0.65 -0.09
H 5.99 0.97 -0.13
H 5.15 -0.05 -1.10
H 5.00 -0.04 1.86
H 4.12 -1.15 0.79
H 3.19 0.94 -0.39
H 3.80 1.88 0.98
H 2.34 0.61 2.39
H 1.81 -0.27 1.11
F -6.02 4.64 -0.05
C -4.81 4.13 0.17
C -4.69 2.83 0.60
C -3.43 2.30 0.79
C -2.28 3.06 0.56
C -2.43 4.38 0.15
C -3.69 4.93 -0.05
Sb -0.33 2.12 0.68
C 0.82 3.91 0.49
C 0.57 4.95 1.37
C 1.23 6.16 1.25
C 2.15 6.31 0.22
F 2.79 7.47 0.09
C 2.43 5.28 -0.67
C 1.75 4.08 -0.53
C -0.31 2.04 2.81
C 0.82 2.48 3.49
C 0.80 2.63 4.87
C -0.36 2.34 5.55
F -0.39 2.49 6.88
C -1.50 1.90 4.90
C -1.47 1.75 3.52
H -5.59 2.24 0.78
H -3.35 1.26 1.10
H -1.56 5.00 -0.03
H -3.82 5.95 -0.38
H -0.15 4.82 2.17
H 1.04 6.99 1.92
H 3.16 5.44 -1.45
H 1.96 3.27 -1.22
H 1.72 2.73 2.94
H 1.66 3.00 5.41
H -2.40 1.70 5.47
H -2.36 1.42 3.01
F 3.84 1.58 -7.57
C 3.25 1.38 -6.41
C 3.93 0.81 -5.35
F 5.19 0.41 -5.50
C 3.30 0.66 -4.13
F 4.03 0.13 -3.11
C 1.98 1.03 -3.92
S 1.33 0.93 -2.30
C 1.30 1.56 -5.01
F 0.02 1.89 -4.87
C 1.92 1.75 -6.23
F 1.24 2.28 -7.24

7.
13
Properties=species:S:1:pos:R:3 method="wB97M-V/def2-TZVPD" relative_energy_kj_mol=734.84 smiles="C#CC(=O)[N+](=C)C" charge=+1 e_homo_ha="-0.5785 / -0.5204"
C 2.88 1.04 0.21
C 1.83 0.54 -0.08
C 0.84 -0.33 -0.02
O 1.15 -1.93 -0.27
N -0.49 -0.07 0.02
C -0.95 1.06 -0.45
C -1.47 -1.05 0.37
H 3.77 1.64 0.29
H -2.00 1.05 -0.60
H -0.44 2.00 -0.77
H -0.96 -1.58 1.24
H -1.66 -1.73 -0.53
H -2.49 -0.62 0.59

8.
59
Properties=species:S:1:pos:R:3 method="wB97M-V/def2-TZVPD" relative_energy_kj_mol=2.61 smiles="CC(C)(CO)NS(=O)(=O)c1ccc2c(c1)Cc1cc(S(=O)(=O)NC(C)(C)CO)ccc1-2" e_homo_ha=-0.3367
C 4.73 -4.89 2.83
C 4.16 -5.39 1.51
C 5.21 -5.34 0.40
C 3.64 -6.84 1.66
O 2.93 -7.27 0.53
N 3.06 -4.50 1.12
S 1.56 -4.64 1.86
O 1.73 -4.84 3.26
O 0.76 -5.60 1.13
C 0.92 -3.01 1.55
C 1.22 -2.00 2.45
C 0.77 -0.71 2.22
C 0.02 -0.46 1.08
C -0.28 -1.49 0.17
C 0.18 -2.78 0.40
C -1.10 -0.97 -0.97
C -1.24 0.49 -0.62
C -1.90 1.49 -1.30
C -1.89 2.76 -0.75
S -2.74 4.09 -1.59
O -3.67 4.70 -0.69
O -3.24 3.60 -2.85
N -1.44 5.12 -1.86
C -1.69 6.55 -2.08
C -0.43 7.14 -2.71
C -1.97 7.20 -0.73
C -2.89 6.75 -3.04
O -2.75 5.99 -4.22
C -1.26 3.05 0.44
C -0.59 2.05 1.13
C -0.58 0.77 0.59
H 5.13 -3.88 2.70
H 3.95 -4.86 3.59
H 5.52 -5.55 3.17
H 6.11 -5.85 0.73
H 5.46 -4.30 0.17
H 4.83 -5.83 -0.49
H 3.02 -6.90 2.56
H 4.49 -7.52 1.76
H 2.03 -6.89 0.57
H 2.90 -4.55 0.12
H 1.80 -2.26 3.32
H 0.99 0.08 2.92
H -0.04 -3.60 -0.26
H -2.07 -1.46 -1.03
H -0.60 -1.11 -1.93
H -2.42 1.32 -2.23
H -0.91 4.73 -2.63
H 0.45 6.86 -2.14
H -0.32 6.78 -3.73
H -0.50 8.22 -2.74
H -1.10 7.11 -0.09
H -2.81 6.71 -0.25
H -2.20 8.26 -0.86
H -2.94 7.80 -3.34
H -3.81 6.49 -2.51
H -3.00 5.08 -4.02
H -1.30 4.06 0.82
H -0.09 2.26 2.06

Across the entries above, E_tot takes the values -64896.76807, -96976.99692, -203077.88935, -8291.43983, -41673.97866, -153425.31837, -8805.33492, -59167.21239 eV, respectively.